Model w:
C2H7Cl3Si2 in the gas phase, computed with the ωB97M-V functional and the def2-TZVPD basis.

Summary:
Multiplicity: 3
Charge: 0
E_LUMO (alpha / beta): 0.022 / -0.121 Eh
Frontier orbital gap (alpha / beta): 5.3 / 7.7 eV
HOMO level (alpha / beta): -4.7 / -11.0 eV

Geometry as XYZ:
```
14
Properties=species:S:1:pos:R:3:mulliken_charge:R:1
C 1.441 -1.936 -0.421 -0.932
C -1.089 2.329 0.017 -0.839
Si -0.424 -1.410 -0.415 0.382
Si -0.272 0.935 0.991 0.517
Cl -0.893 -1.132 -2.365 -0.266
Cl -0.905 0.613 2.845 -0.221
Cl 1.787 1.313 1.220 -0.307
H 2.012 -1.087 -0.079 0.237
H 1.832 -2.770 0.130 0.347
H 1.685 -2.204 -1.480 0.283
H -0.524 2.448 -0.943 0.283
H -2.040 1.871 -0.391 0.293
H -1.242 3.369 0.544 0.288
H -1.370 -2.339 0.346 -0.066
```



Model x:
2 unconnected molecules or ions with the total composition C2H7Cl3Si2, computed with the ωB97M-V functional and the def2-TZVPD basis.

Summary:
Multiplicity: 3
Charge: 0
E_LUMO (alpha / beta): 0.025 / -0.105 Eh
Frontier orbital gap (alpha / beta): 7.5 / 7.5 eV
HOMO level (alpha / beta): -6.8 / -10.4 eV

Geometry as XYZ:
```
14
Properties=species:S:1:pos:R:3:mulliken_charge:R:1
C 0.168 -0.843 1.150 -1.028
C 0.233 -0.068 -0.174 -0.564
Si -0.788 1.593 -0.216 0.092
Si -3.721 -0.133 -0.103 0.591
Cl -4.601 0.660 1.604 -0.213
Cl -4.114 -2.129 -0.292 -0.198
Cl -4.789 0.886 -1.661 -0.244
H 0.552 -0.285 1.943 0.369
H -0.853 -1.163 1.243 0.217
H 0.745 -1.684 1.082 0.364
H -0.353 -0.644 -0.920 0.273
H 1.264 0.226 -0.412 0.385
H -0.826 2.068 1.259 -0.020
H -0.602 2.237 -1.652 -0.024
```



Bottom line: model x, by a margin of 0.325 eV.



Model w:
C20H23N3O4 in the gas phase, computed with the ωB97M-V functional and the def2-TZVPD basis.

Summary:
Charge: 0
E_LUMO: -0.018 Eh
Frontier orbital gap: 7.9 eV
HOMO level: -8.4 eV

Geometry as XYZ:
```
50
Properties=species:S:1:pos:R:3:mulliken_charge:R:1
O -0.406 3.394 2.716 -0.683
C -0.337 2.235 2.359 0.348
N 0.299 1.280 3.083 -0.080
H 0.466 0.373 2.676 0.224
C 1.075 1.598 4.256 -0.860
H 0.822 2.623 4.533 0.460
H 0.791 0.920 5.067 0.364
C 2.585 1.478 3.983 -0.953
C 2.929 0.071 3.587 0.419
C 2.936 -0.307 2.249 -0.234
C 3.191 -1.618 1.887 -0.623
C 3.441 -2.571 2.860 -0.432
C 3.438 -2.204 4.195 -0.537
C 3.180 -0.893 4.555 -0.355
H 3.178 -0.612 5.598 0.386
H 3.637 -2.942 4.958 0.376
H 3.643 -3.594 2.579 0.377
H 3.197 -1.896 0.843 0.402
H 2.752 0.436 1.483 0.385
H 3.123 1.761 4.888 0.436
H 2.853 2.174 3.185 0.320
C -0.967 1.758 1.094 0.232
C -1.211 2.688 0.104 -0.589
C -1.809 2.337 -1.107 -0.474
C -2.219 0.995 -1.350 1.628
N -2.850 0.649 -2.484 -0.135
C -3.062 -0.666 -3.019 -1.154
H -4.087 -0.737 -3.395 0.220
C -2.097 -0.949 -4.192 0.324
C -0.618 -0.916 -3.757 -0.485
H -0.114 -0.018 -4.106 0.374
C -0.043 -2.192 -4.374 -0.533
H 0.774 -2.615 -3.795 0.332
C -1.275 -3.094 -4.402 -0.469
H -1.235 -3.875 -5.162 0.326
H -1.439 -3.559 -3.419 0.252
O -2.352 -2.237 -4.727 -0.458
H 0.299 -2.002 -5.391 0.265
H -0.545 -0.953 -2.669 0.167
H -2.296 -0.222 -4.989 0.328
H -2.927 -1.434 -2.258 0.287
H -2.993 1.417 -3.140 0.301
C -1.966 0.071 -0.311 -0.597
C -1.362 0.433 0.863 -1.019
H -1.230 -0.318 1.628 0.518
H -2.281 -0.953 -0.435 0.325
N -1.950 3.372 -2.067 1.113
O -1.437 4.448 -1.838 -0.646
O -2.569 3.145 -3.107 -0.760
H -0.933 3.719 0.269 0.585
```



Model x:
C20H23N3O4 in the gas phase, computed with the ωB97M-V functional and the def2-TZVPD basis.

Summary:
Charge: 0
E_LUMO: 0.018 Eh
Frontier orbital gap: 8.4 eV
HOMO level: -7.9 eV

Geometry as XYZ:
```
50
Properties=species:S:1:pos:R:3:mulliken_charge:R:1
C -4.956 -2.363 1.109 -0.649
H -5.736 -3.116 1.021 0.261
O -4.930 -1.679 -0.118 -0.408
C -4.093 -0.550 -0.156 -0.494
C -2.602 -0.911 -0.351 0.236
N -1.743 0.178 0.068 0.480
C -1.564 1.388 -0.526 0.533
C -0.668 2.123 0.246 0.559
C -0.324 1.309 1.361 -0.727
C -0.999 0.134 1.233 0.745
C -0.972 -1.034 2.157 -1.906
H -0.592 -1.930 1.662 0.351
H -0.309 -0.800 2.985 0.409
H -1.961 -1.253 2.563 0.322
H 0.328 1.571 2.169 0.511
C -0.173 3.448 -0.064 0.834
O -0.730 4.246 -0.791 -0.658
C 1.141 3.870 0.609 -0.757
H 0.917 4.390 1.544 0.358
O 2.003 2.803 0.965 -0.326
C 2.346 1.967 -0.018 0.408
O 2.048 2.122 -1.179 -0.668
C 3.128 0.829 0.478 0.026
N 3.368 0.614 1.757 -0.720
N 4.080 -0.504 1.849 0.158
C 4.332 -1.058 0.630 -0.349
C 5.026 -2.201 0.245 -0.862
C 5.084 -2.467 -1.104 -0.379
C 4.472 -1.631 -2.049 -0.681
C 3.785 -0.500 -1.677 -0.455
C 3.713 -0.206 -0.315 1.732
H 3.311 0.151 -2.394 0.521
H 4.551 -1.890 -3.095 0.409
H 5.614 -3.342 -1.448 0.376
H 5.498 -2.843 0.973 0.405
H 4.373 -0.836 2.754 0.168
H 1.647 4.559 -0.077 0.343
C -2.162 1.813 -1.817 -1.797
H -1.657 1.327 -2.653 0.272
H -3.225 1.592 -1.867 0.311
H -2.021 2.885 -1.918 0.469
C -2.324 -1.401 -1.770 -1.824
H -1.260 -1.589 -1.900 0.413
H -2.650 -0.685 -2.515 0.322
H -2.869 -2.328 -1.930 0.457
H -2.383 -1.741 0.326 0.126
H -4.455 0.041 -1.001 0.175
H -4.203 0.045 0.763 0.415
H -4.005 -2.861 1.331 0.249
H -5.199 -1.683 1.935 0.306
```



Bottom line: model x, by a margin of 1.726 eV.



Model w:
C3H5P3 in the gas phase, computed with the ωB97M-V functional and the def2-TZVPD basis.

Summary:
Charge: 0
E_LUMO: -0.039 Eh
Frontier orbital gap: 7.4 eV
HOMO level: -8.4 eV

Geometry as XYZ:
```
11
Properties=species:S:1:pos:R:3:mulliken_charge:R:1
C -0.033 -0.448 0.987 0.366
C -0.215 0.447 2.153 -0.495
C -0.515 0.002 -0.323 -1.111
P -1.545 -0.012 3.363 0.026
P 0.444 -0.213 3.800 -0.067
P 0.690 -1.981 1.085 -0.019
H -0.188 1.543 1.990 0.467
H -1.560 0.289 -0.223 0.281
H -0.390 -0.813 -1.097 0.362
H 0.043 0.902 -0.751 0.253
H 0.393 -2.351 -0.126 -0.063
```



Model x:
2 unconnected molecules or ions with the total composition C3H5P3, computed with the ωB97M-V functional and the def2-TZVPD basis.

Summary:
Charge: 0
E_LUMO: -0.019 Eh
Frontier orbital gap: 7.8 eV
HOMO level: -8.3 eV

Geometry as XYZ:
```
11
Properties=species:S:1:pos:R:3:mulliken_charge:R:1
C 0.062 -1.048 0.905 -0.553
C 0.609 -1.594 -0.214 -0.347
C 1.242 1.276 -0.537 -1.041
P -3.224 -0.655 -0.448 0.039
P -3.376 0.846 0.727 0.002
P -0.165 0.022 -0.646 0.014
H -0.284 -1.103 1.852 0.448
H 0.900 -2.510 -0.438 0.498
H 1.791 1.049 0.315 0.342
H 0.632 2.167 -0.134 0.253
H 1.814 1.550 -1.382 0.345
```



Bottom line: model w, by a margin of 1.485 eV.



Model w:
C4H5IN2O in the gas phase, computed with the ωB97M-V functional and the def2-TZVPD basis.

Summary:
Charge: 0
E_LUMO: 0.005 Eh
Frontier orbital gap: 8.8 eV
HOMO level: -8.7 eV

Geometry as XYZ:
```
13
Properties=species:S:1:pos:R:3:mulliken_charge:R:1
C 0.796 -1.590 -0.311 -0.128
C 1.145 -0.322 -0.130 -0.335
C -0.682 -1.709 -0.060 0.365
C -0.244 1.871 0.030 -0.808
N -1.086 -0.489 0.247 -0.102
N -0.057 0.451 0.420 0.027
O -1.370 -2.728 -0.145 -0.679
I 3.044 0.546 -0.210 0.143
H 1.511 -2.474 -0.457 0.305
H 0.158 2.204 -0.940 0.289
H -1.424 2.018 0.186 0.276
H 0.238 2.501 0.747 0.351
H -2.029 -0.279 0.623 0.294
```



Model x:
C4H5IN2O in the gas phase, computed with the ωB97M-V functional and the def2-TZVPD basis.

Summary:
Charge: 0
E_LUMO: 0.006 Eh
Frontier orbital gap: 8.4 eV
HOMO level: -8.2 eV

Geometry as XYZ:
```
13
Properties=species:S:1:pos:R:3:mulliken_charge:R:1
C -0.117 -0.668 -1.715 -0.204
C -0.537 -1.005 -0.457 -0.382
C 0.780 0.985 -0.347 0.308
C -0.245 0.216 1.884 -0.811
N 0.705 0.427 -1.605 -0.101
N 0.141 0.063 0.511 0.112
O 1.431 1.963 -0.043 -0.623
I -1.735 -2.651 0.087 0.138
H -0.433 -0.924 -2.721 0.401
H -0.448 -0.787 2.481 0.220
H 0.513 0.782 2.545 0.279
H -1.242 0.662 1.824 0.374
H 1.187 0.939 -2.445 0.288
```



Bottom line: model x, by a margin of 0.916 eV.



Model w:
C2H8N6 in the gas phase, computed with the ωB97M-V functional and the def2-TZVPD basis.

Summary:
Charge: 0
E_LUMO: 0.025 Eh
Frontier orbital gap: 8.9 eV
HOMO level: -8.2 eV

Geometry as XYZ:
```
16
Properties=species:S:1:pos:R:3:mulliken_charge:R:1
C 0.694 0.424 0.940 0.386
C -0.596 -0.207 -1.095 0.480
H 0.232 -1.807 1.574 0.316
H -0.260 -2.393 0.048 0.263
H 1.545 2.266 0.991 0.235
H 0.499 2.063 -0.329 0.283
H 1.750 0.634 2.535 0.208
H -1.959 1.095 -0.618 0.220
H -1.432 1.409 -2.137 0.249
H -0.868 -0.805 -2.826 0.224
N -0.464 -1.680 0.780 -0.916
N -0.147 -0.423 0.211 0.459
N 1.118 1.614 0.323 -0.462
N 1.107 0.007 2.079 -0.706
N -1.138 1.098 -1.198 -0.561
N -0.489 -1.154 -1.953 -0.678
```



Model x:
A molecular structure, C2H8N6, computed with the ωB97M-V functional and the def2-TZVPD basis.

Summary:
Charge: 0
E_LUMO: -0.007 Eh
Frontier orbital gap: 8.3 eV
HOMO level: -8.5 eV

Geometry as XYZ:
```
16
Properties=species:S:1:pos:R:3:mulliken_charge:R:1
C 0.451 0.451 0.119 0.140
C 0.024 -0.822 0.646 -0.216
H 1.480 -0.940 -0.853 0.467
H 2.754 -1.257 0.203 0.290
H 2.267 1.322 0.031 0.271
H 0.920 -1.059 1.414 0.316
H -1.668 -0.180 -1.161 0.412
H -2.875 -1.787 -0.254 0.285
H -1.608 2.940 0.708 0.303
H -2.062 0.605 0.565 0.358
N 2.537 -0.605 -0.570 -0.654
N 1.932 0.433 0.188 -0.128
N -1.042 -1.550 0.362 -0.292
N -1.955 -1.194 -0.504 -0.537
N -0.117 1.627 -0.067 -0.364
N -1.649 1.659 -0.158 -0.651
```



Bottom line: model w, by a margin of 9.302 eV.